{"formula": "C14H26CuNO3PS", "method": "wB97M-V/def2-TZVPD", "elements": ["C", "C", "C", "C", "C", "C", "C", "C", "N", "Cu", "C", "P", "H", "H", "H", "H", "H", "H", "H", "H", "C", "C", "H", "C", "C", "H", "H", "H", "H", "H", "H", "H", "H", "H", "H", "H", "H", "H", "H", "C", "S", "O", "O", "O", "H", "H", "H"], "coordinates": [[-3.007005, 0.282502, -3.045136], [-2.683951, -0.914313, -2.406319], [-1.777637, -0.950096, -1.326068], [-1.172985, 0.238916, -0.920465], [-1.476596, 1.437562, -1.589070], [-2.404691, 1.467576, -2.632255], [-1.591289, -2.268262, -0.616749], [-0.173180, -2.792575, -0.337536], [0.932887, -1.833689, -0.495555], [0.078193, 0.276377, 0.560558], [-0.784467, 2.701900, -1.156732], [0.728265, 2.099582, -0.276093], [-3.143621, -1.851397, -2.728203], [-2.620902, 2.430788, -3.110891], [-3.739071, 0.295563, -3.852813], [-1.389042, 3.273144, -0.433532], [-0.531159, 3.370801, -1.992950], [-2.108695, -2.222005, 0.355144], [-2.094100, -3.044712, -1.208263], [-0.147891, -3.140642, 0.703809], [1.216838, 3.475510, 0.773285], [1.937879, 2.048341, -1.621384], [0.021688, -3.660664, -0.997469], [1.345600, -1.649972, -1.892022], [2.092502, -2.240322, 0.304386], [2.011781, 1.788428, 3.747336], [1.728774, -2.600000, -2.304967], [0.514714, -1.294008, -2.510022], [2.154843, -0.908600, -1.916644], [2.516763, -3.181457, -0.075317], [2.856275, -1.460537, 0.259996], [1.765723, -2.366853, 1.339106], [2.101006, 3.057415, -2.024845], [2.874165, 1.660283, -1.200334], [1.599705, 1.375546, -2.419909], [1.257823, 4.414537, 0.205705], [0.502603, 3.549683, 1.603179], [2.202896, 3.234202, 1.185321], [2.240195, 2.261885, 3.228433], [-0.101779, -0.842707, 4.676935], [-0.931985, -0.759346, 3.096018], [-1.641065, -2.008789, 2.874090], [-1.719062, 0.465824, 3.034522], [0.335317, -0.651658, 2.234793], [-0.831456, -0.831698, 5.488833], [0.559412, 0.029045, 4.722572], [0.495801, -1.761129, 4.697509]], "forces_ev_per_a": [[0.0, 0.0, 0.1], [0.2, 0.1, 0.2], [-0.5, -0.1, -0.5], [-0.4, 0.5, -0.5], [-0.3, -0.3, -0.3], [0.2, 0.0, 0.0], [-0.2, -0.2, 0.2], [0.6, -0.1, -0.1], [-0.1, 0.5, 0.1], [-0.1, -1.8, 0.2], [0.3, 0.0, 0.6], [-0.6, 1.4, -0.9], [0.1, 0.3, 0.1], [0.0, -0.5, 0.1], [0.2, 0.0, 0.2], [0.1, -0.2, -0.2], [0.0, -0.2, 0.2], [0.1, 0.1, -0.3], [-0.1, 0.2, 0.2], [0.0, 0.0, -0.3], [0.3, 0.2, 0.1], [0.5, 0.0, 0.0], [0.0, 0.1, 0.2], [-0.1, -0.1, 0.3], [-0.4, -0.1, 0.0], [0.0, -0.1, 0.1], [-0.1, 0.1, 0.0], [0.1, -0.1, 0.2], [-0.2, -0.2, -0.1], [0.1, 0.0, 0.1], [0.0, -0.1, 0.0], [0.2, 0.0, -0.2], [0.0, -0.3, 0.1], [-0.1, 0.1, -0.3], [0.0, 0.2, 0.3], [0.0, -0.2, 0.2], [0.2, 0.1, -0.2], [-0.1, 0.3, 0.0], [0.0, 0.1, 0.0], [-0.2, 0.0, 0.0], [0.7, 0.1, 0.2], [0.4, 0.6, 0.0], [0.5, -0.6, -0.1], [-1.1, -0.1, 0.2], [0.1, 0.0, -0.1], [-0.2, -0.2, 0.1], [-0.2, 0.2, 0.0]], "lowdin_spin": [-0.01, 0.01, 0.04, 0.23, 0.02, 0.01, 0.01, 0.00, 0.02, 0.46, 0.00, 0.10, 0.00, 0.00, 0.00, 0.00, 0.00, 0.00, 0.00, 0.00, 0.03, 0.02, 0.00, 0.00, 0.00, 0.00, 0.00, 0.00, 0.00, 0.00, 0.00, 0.00, 0.00, 0.00, 0.00, 0.01, 0.00, 0.00, 0.00, 0.00, 0.00, 0.00, 0.00, 0.03, 0.00, 0.00, 0.00], "total_energy_ev": -87335.0106, "spin_multiplicity": 2, "lumo_energy_ev": [0.507, -0.728], "fmax_ev_per_a": 1.819, "homo_ha": [-0.2908, -0.3171]}